Molecular formula: C18H24CeFN6O3
Method: DFT, ωB97M-V/def2-TZVPD

The energy relative to the best compared isomer or geometry (same formula, charge and spin) is 0.011 eV. As for the charge: +3. For the HOMO-LUMO gap (spin up / spin down), the calculation gives 6.089 / 6.141 eV. For the total energy, the calculation gives -49759.127 eV. Its multiplicity is 1. The HOMO energy (spin up / spin down) comes out at -16.869 / -16.869 eV.

Structure (XYZ):
```
53
C18H24CeFN6O3, DFT ωB97M-V/def2-TZVPD
Ce 1.649 -0.518 -0.603
N -0.623 0.599 -0.115
C -1.239 -0.623 0.484
C -2.622 -0.483 1.114
C -2.836 0.612 2.095
C -4.062 0.232 2.897
N -4.376 1.176 3.956
C -5.287 1.024 4.926
N -5.476 2.015 5.780
N -5.993 -0.093 5.006
C -0.333 -1.192 1.599
O -0.686 -1.760 2.531
O 0.973 -0.894 1.274
H -0.737 1.343 0.565
H -1.077 0.972 -0.941
H -1.276 -1.346 -0.323
H -2.865 -1.439 1.627
H -3.297 -0.371 0.297
H -3.055 1.526 1.532
H -2.021 0.729 2.886
H -3.837 -0.780 3.287
H -4.994 0.151 2.221
H -3.705 1.912 4.103
H -5.127 2.957 5.539
H -5.950 2.020 6.601
H -5.774 -0.917 4.462
H -6.705 -0.146 5.715
N 6.337 0.890 -4.127
C 5.503 1.972 -4.107
O 5.442 2.787 -4.983
C 4.666 2.104 -2.827
C 4.771 3.365 -2.208
C 3.810 3.653 -1.197
C 2.910 2.599 -0.839
N 2.910 1.431 -1.473
C 3.798 1.162 -2.399
H 6.851 0.724 -4.986
H 6.586 0.417 -3.317
H 5.480 4.162 -2.588
H 3.765 4.485 -0.624
H 2.221 2.701 0.038
H 3.709 0.188 -2.989
F 1.594 -5.762 -3.625
C 1.349 -4.522 -3.205
C 0.135 -4.359 -2.517
C -0.115 -3.123 -1.905
C 0.866 -2.147 -1.875
C 2.051 -2.330 -2.641
C 2.309 -3.525 -3.313
H -0.541 -5.204 -2.551
H -1.119 -3.082 -1.531
H 2.924 -1.655 -2.721
H 3.119 -3.636 -4.006
```

=====

Molecular formula: C18H24Cl2N11PmS2
Method: DFT, ωB97M-V/def2-TZVPD

The energy relative to the best compared isomer or geometry (same formula, charge and spin) is 1.220 eV. As for the charge: +2. For the HOMO-LUMO gap (spin up / spin down), the calculation gives 6.804 / 6.841 eV. For the total energy, the calculation gives -98702.951 eV. Its multiplicity is 5. The HOMO energy (spin up / spin down) comes out at -12.965 / -12.966 eV.

Structure (XYZ):
```
58
C18H24Cl2N11PmS2, DFT ωB97M-V/def2-TZVPD
Pm -1.039 -0.889 -0.141
C 2.326 2.145 3.661
C 1.343 1.468 4.549
N 0.753 0.280 3.994
C -0.013 0.258 2.874
S -0.321 -1.399 2.384
N -0.466 1.350 2.302
N -1.277 1.112 1.203
C -1.958 2.092 0.696
C -1.913 3.516 1.216
C -2.847 1.787 -0.439
C -3.996 2.469 -0.742
C -4.818 2.115 -1.792
C -4.495 0.947 -2.468
C -3.403 0.222 -2.080
N -2.591 0.636 -1.110
H 2.949 2.805 4.167
H 1.923 2.804 2.933
H 2.960 1.395 3.131
H 0.609 2.154 5.030
H 1.911 1.054 5.432
H 1.019 -0.587 4.405
H -2.066 4.155 0.395
H -0.961 3.754 1.726
H -2.697 3.643 1.927
H -4.183 3.400 -0.155
H -5.705 2.665 -2.058
H -5.129 0.637 -3.283
H -3.194 -0.723 -2.656
Cl -4.264 -1.568 1.136
C -3.561 -3.074 1.725
Cl -2.302 -3.585 0.537
H -4.263 -3.856 1.860
H -3.029 -2.903 2.659
N 0.762 -1.683 -5.249
N -0.273 -1.950 -4.289
N -1.171 -2.870 -4.466
C -1.821 -2.871 -3.330
N -1.264 -2.008 -2.454
N -0.282 -1.433 -3.117
H 1.582 -2.161 -4.890
H 0.445 -2.088 -6.123
H -2.610 -3.572 -3.194
N 6.452 -0.935 -0.987
C 5.625 -0.319 -0.108
S 6.005 0.649 1.157
C 4.207 -0.602 -0.298
C 3.559 -1.686 0.159
C 2.167 -1.779 0.125
N 1.380 -0.843 -0.394
C 2.043 0.260 -0.830
C 3.377 0.460 -0.820
H 7.446 -0.749 -0.954
H 6.056 -1.522 -1.725
H 4.149 -2.443 0.629
H 1.598 -2.587 0.573
H 1.472 1.045 -1.283
H 3.794 1.407 -1.150
```

=====

Molecular formula: C18H24ClN2O6
Method: DFT, ωB97M-V/def2-TZVPD

The energy relative to the best compared isomer or geometry (same formula, charge and spin) is 0.867 eV. As for the charge: -1. For the HOMO-LUMO gap, the calculation gives 3.550 eV. For the total energy, the calculation gives -46843.054 eV. Its multiplicity is 1. The HOMO energy comes out at -2.555 eV.

Structure (XYZ):
```
51
C18H24ClN2O6, DFT ωB97M-V/def2-TZVPD
C -5.092 -1.573 -0.344
C -4.123 -2.712 -0.079
C -4.300 -3.305 1.288
O -2.776 -2.122 -0.280
C -1.773 -3.018 -0.258
N -0.542 -2.234 -0.230
N 0.451 -2.877 0.200
C 1.741 -2.359 -0.191
O 1.982 -1.609 -1.112
O 2.636 -2.929 0.646
C 3.917 -2.178 0.733
C 4.859 -3.070 1.523
C 3.718 -0.824 1.359
O -1.871 -4.223 -0.306
H -6.121 -1.944 -0.347
H -5.010 -0.819 0.453
H -4.903 -1.095 -1.313
H -4.238 -3.500 -0.840
H -5.299 -3.743 1.364
H -3.574 -4.099 1.480
H -4.220 -2.524 2.054
H 4.287 -2.062 -0.298
H 5.871 -2.652 1.522
H 4.529 -3.139 2.568
H 4.919 -4.079 1.099
H 4.661 -0.270 1.373
H 2.991 -0.221 0.804
H 3.382 -0.943 2.397
C 4.753 2.525 -1.102
C 3.338 2.731 -1.582
O 2.441 2.540 -0.475
C 1.147 2.718 -0.893
C 0.192 2.687 0.188
C -1.180 2.870 0.004
C -1.764 2.870 -1.308
C -3.126 3.057 -1.493
Cl -3.770 3.006 -3.082
C -3.972 3.286 -0.395
C -3.428 3.301 0.899
C -2.075 3.084 1.104
O 0.920 2.907 -2.097
H 5.441 2.748 -1.919
H 5.007 3.189 -0.270
H 4.936 1.487 -0.806
H 3.218 3.751 -1.978
H 3.093 2.009 -2.375
H 0.604 2.598 1.184
H -1.113 2.742 -2.162
H -5.029 3.446 -0.571
H -4.086 3.484 1.749
H -1.650 3.091 2.110
```

=====

Molecular formula: C18H24CrN10O2S2
Method: DFT, ωB97M-V/def2-TZVPD

The energy relative to the best compared isomer or geometry (same formula, charge and spin) is 0.283 eV. As for the charge: +1. For the HOMO-LUMO gap (spin up / spin down), the calculation gives 7.984 / 8.118 eV. For the total energy, the calculation gives -88143.350 eV. Its multiplicity is 4. The HOMO energy (spin up / spin down) comes out at -10.181 / -10.308 eV.

Structure (XYZ):
```
57
C18H24CrN10O2S2, DFT ωB97M-V/def2-TZVPD
Cr -0.360 -0.007 0.354
N 0.527 3.298 -0.635
N -0.811 3.703 -0.606
C -1.671 3.162 0.248
N -2.942 3.575 0.177
S -1.230 2.047 1.468
H 1.123 4.113 -0.746
H 0.678 2.625 -1.384
H -1.196 4.174 -1.420
H -3.286 4.043 -0.647
H -3.614 3.052 0.716
S -2.512 -1.054 0.144
C -1.413 -2.396 -0.025
C -1.721 -3.759 -0.113
C -0.687 -4.659 -0.209
C 0.641 -4.217 -0.220
C 0.876 -2.866 -0.137
N -0.132 -1.993 -0.052
H -2.754 -4.071 -0.100
H -0.903 -5.717 -0.278
H 1.464 -4.908 -0.304
H 1.872 -2.446 -0.174
C -0.957 -0.478 5.036
N 0.383 -0.150 4.567
C 1.387 0.287 5.525
C 0.619 -0.201 3.239
N -0.272 -0.520 2.358
N 1.925 0.077 2.853
C 2.409 0.181 1.559
N 3.764 0.173 1.479
N 1.638 0.318 0.548
H -0.978 -0.384 6.117
H -1.224 -1.504 4.778
H -1.697 0.206 4.618
H 0.902 0.431 6.486
H 1.822 1.245 5.236
H 2.176 -0.458 5.666
H -1.193 -0.688 2.747
H 2.609 0.140 3.590
H 4.337 -0.115 2.251
H 4.197 0.194 0.570
H 2.105 0.275 -0.359
O 1.815 -0.387 -2.071
C 0.723 0.000 -2.443
N -0.271 0.489 -1.618
C -1.319 0.959 -2.402
O -2.304 1.537 -1.991
C -0.992 0.673 -3.833
C -1.713 0.905 -4.986
C -1.125 0.512 -6.186
C 0.136 -0.083 -6.212
C 0.852 -0.306 -5.039
C 0.253 0.082 -3.859
H -2.691 1.363 -4.955
H -1.656 0.668 -7.114
H 0.561 -0.375 -7.161
H 1.830 -0.764 -5.049
```

=====

What is the formula in the third record? C18H24ClN2O6